# 1
This record from the OMol25 dataset describes the molecule C2H2FN in a non-equilibrium geometry. The level of theory is ωB97M-V/def2-TZVPD.

Element x y z (Å)
F (-1.567, 0.659, 0.170)
N (0.760, 0.383, 0.771)
C (-0.294, 0.509, -0.258)
C (0.502, -0.740, 0.255)
H (-0.105, 0.970, -1.213)
H (0.703, -1.781, 0.274)

Results
- LUMO energy (eV) = 1.06
- SMILES = F[C@@H]1C=N1
- HOMO-LUMO gap (eV) = 10.85
- total energy (Ha) = -231.9399
- 2S+1 = 1

=====

# 2
This record from the OMol25 dataset describes a cluster of 2 separate species, C10H15OPS in total in a non-equilibrium geometry. The level of theory is ωB97M-V/def2-TZVPD.

Element x y z (Å)
S (-0.716, 2.111, 0.689)
P (-0.372, -0.097, 0.533)
O (-0.852, -0.518, -0.955)
C (-3.357, -1.642, 0.168)
C (4.246, -0.363, 0.019)
C (0.595, 2.794, -0.345)
C (-3.574, -0.649, 1.236)
C (1.466, 0.083, 0.196)
C (2.047, -0.323, -1.004)
C (3.405, -0.518, -1.109)
C (-4.037, -1.622, -1.020)
C (3.730, 0.221, 1.165)
C (2.350, 0.383, 1.205)
H (-3.999, -2.377, -1.782)
H (-3.063, -1.064, 2.098)
H (1.983, 0.777, 2.111)
H (0.268, 3.818, -0.626)
H (-4.680, -0.741, 1.275)
H (-3.191, 0.270, 0.734)
H (-1.867, -0.350, -0.838)
H (3.729, -0.796, -2.065)
H (-4.901, -1.025, -1.207)
H (5.324, -0.522, -0.191)
H (0.872, 2.305, -1.288)
H (-2.619, -2.422, 0.266)
H (1.520, -0.564, -1.865)
H (4.259, 0.254, 2.196)
H (1.436, 2.578, 0.405)

Results
- LUMO energy (eV) = 0.72
- SMILES = CSP(O)c1ccccc1.C=CC
- HOMO-LUMO gap (eV) = 9.35
- total energy (Ha) = -1204.7504
- 2S+1 = 1

=====

# 3
This record from the OMol25 dataset describes a cluster of 9 separate species, C7H33NO8 in total in a non-equilibrium geometry. The level of theory is ωB97M-V/def2-TZVPD.

Element x y z (Å)
O (-0.587, 3.920, 2.554)
O (1.728, 4.069, 0.476)
O (3.427, 0.185, -2.749)
O (2.408, 0.980, 2.116)
O (0.717, -1.535, -3.360)
O (0.107, 1.551, 0.187)
O (0.309, -0.329, 3.640)
O (-2.180, 2.145, 1.270)
N (-1.285, -1.045, -0.463)
C (-0.331, -2.941, 0.828)
C (-1.299, -1.790, 0.829)
C (1.121, -2.477, 0.857)
C (1.875, -3.462, -0.119)
C (-1.403, 1.400, -2.422)
C (-2.471, -0.579, -1.027)
C (-2.344, 0.147, -2.411)
H (2.688, 0.135, 2.384)
H (-1.884, 2.856, 1.940)
H (0.445, -0.088, 2.628)
H (0.068, -1.865, -2.810)
H (-1.118, -1.057, 1.715)
H (3.830, 0.175, -1.903)
H (-0.593, -3.487, -0.070)
H (2.995, -3.485, -0.006)
H (-0.815, 1.686, 0.163)
H (-3.165, -1.511, -1.159)
H (-0.103, -1.106, 3.414)
H (-0.032, 3.377, 3.289)
H (-1.850, 2.281, -1.838)
H (-2.785, 2.565, 0.655)
H (0.187, 4.037, 1.935)
H (1.459, -2.469, 1.908)
H (-1.979, -0.619, -3.189)
H (-0.475, -3.514, 1.700)
H (1.213, -1.498, 0.514)
H (1.543, -4.501, 0.085)
H (0.286, -0.847, -3.885)
H (-2.331, -2.288, 0.935)
H (-2.922, 0.191, -0.416)
H (-3.267, 0.538, -2.740)
H (2.475, 0.600, -2.630)
H (0.295, 1.310, 1.160)
H (1.137, 3.278, 0.390)
H (2.721, 1.684, 2.676)
H (-0.445, 1.194, -1.921)
H (-0.420, -0.515, -0.430)
H (1.733, -3.272, -1.165)
H (2.307, 4.122, -0.177)
H (-0.990, 1.851, -3.360)

Results
- LUMO energy (eV) = 0.11
- SMILES = CCCCNCCC.O.O.O.O.O.O.O.O
- HOMO-LUMO gap (eV) = 8.61
- total energy (Ha) = -943.0693
- 2S+1 = 1

=====

# 4
This record from the OMol25 dataset describes a structure of composition C3H10N2S4Zn. The level of theory is ωB97M-V/def2-TZVPD.

Element x y z (Å)
Zn (-1.093, -1.096, -0.446)
S (-3.446, -0.782, -0.475)
S (-2.704, -3.886, -0.963)
S (-0.786, -3.446, -0.357)
S (-3.876, -2.683, 0.190)
N (-0.876, 1.199, -0.430)
N (1.204, -0.875, -0.429)
C (1.817, 0.007, 0.579)
C (0.005, 1.814, 0.577)
C (1.469, 1.470, 0.335)
H (1.573, -0.659, -1.350)
H (-0.660, 1.566, -1.353)
H (-0.106, 2.903, 0.588)
H (-1.844, 1.448, -0.246)
H (2.074, 2.078, 1.009)
H (1.455, -1.843, -0.248)
H (2.906, -0.100, 0.591)
H (1.744, 1.745, -0.689)
H (1.446, -0.299, 1.559)
H (-0.302, 1.443, 1.557)

Results
- LUMO energy (eV) = -0.11
- HOMO-LUMO gap (eV) = 7.05
- total energy (Ha) = -3601.9654
- 2S+1 = 1

=====

# 5
This record from the OMol25 dataset describes the molecule C5H8N2O in a non-equilibrium geometry. The level of theory is ωB97M-V/def2-TZVPD.

Element x y z (Å)
O (-0.526, 0.592, 2.138)
N (-0.060, -0.235, -2.416)
N (-1.850, -0.193, -0.992)
C (0.157, -1.499, -0.358)
C (-0.549, -0.535, -1.251)
C (1.190, 1.402, 0.701)
C (0.393, 0.417, 1.136)
C (0.613, -1.016, 0.800)
H (-2.155, 0.573, -1.581)
H (1.128, 2.409, 1.095)
H (0.939, -0.456, -2.459)
H (1.913, 1.228, -0.091)
H (-2.068, -0.066, -0.010)
H (0.318, -2.507, -0.715)
H (-0.492, 1.519, 2.427)
H (1.049, -1.635, 1.577)

Results
- LUMO energy (eV) = 0.67
- SMILES = [H]/N=C(N)\C=C/C(=C)O
- HOMO-LUMO gap (eV) = 9.75
- total energy (Ha) = -380.0224
- 2S+1 = 1

=====

# 6
This record from the OMol25 dataset describes a structure of composition C4H11NO3 in a non-equilibrium geometry. The level of theory is ωB97M-V/def2-TZVPD.

Element x y z (Å)
O (1.464, 1.872, 1.242)
O (1.630, 1.367, -1.394)
O (1.740, -0.747, -2.087)
N (0.060, -0.118, 0.768)
C (-0.998, -1.185, -1.259)
C (-0.176, -0.075, -0.745)
C (1.167, 0.036, -1.356)
C (-1.139, -0.154, 1.616)
H (-2.002, -0.736, -1.594)
H (-2.129, -0.310, 1.119)
H (1.600, 1.745, -0.467)
H (-0.699, -1.651, -2.123)
H (-1.159, -1.978, -0.489)
H (-1.145, 0.679, 2.227)
H (2.273, 1.468, 1.388)
H (0.682, 0.901, 1.147)
H (0.734, -0.849, 0.908)
H (-0.802, 0.797, -1.151)
H (-1.100, -1.061, 2.250)

Results
- LUMO energy (eV) = 0.42
- HOMO-LUMO gap (eV) = 10.36
- total energy (Ha) = -439.4249
- 2S+1 = 1

=====

| no. | molecular weight (g/mol) |
| --- | --- |
| 1 | 59.04 |
| 2 | 214.27 |
| 3 | 259.34 |
| 4 | 267.79 |
| 5 | 112.13 |
| 6 | 121.14 |